No. 1
112
Properties=species:S:1:pos:R:3:forces:R:3 method="wB97M-V/def2-TZVPD" smiles="O=C1OC[C@@H](F)O1.O=C1OC[C@@H](F)O1.O=C1OC[C@@H](F)O1.O=C1OC[C@@H](F)O1.CCCC#N.CCCC#N.CCCC#N.CCCC#N.CCCC#N.CCCC#N" gap_ev=10.5588 homo_energy_ev=-11.3
O -5.823579 15.581497 23.254191 -1.73 -1.69 -1.36
C -6.618571 14.877457 22.675525 1.83 1.09 0.02
O -7.870701 14.595831 23.057761 0.55 0.16 0.24
C -8.390776 13.605236 22.199873 -1.14 -0.07 -0.83
C -7.549136 13.771218 20.915603 -0.53 -1.74 1.88
F -8.124816 14.683859 20.126152 -0.30 0.96 -0.82
O -6.353490 14.223371 21.432348 0.36 1.02 1.04
H -8.383427 12.633848 22.694285 0.50 -0.09 -0.21
H -9.433890 13.824002 21.971496 0.03 0.21 0.10
H -7.457798 12.835215 20.364553 0.43 0.15 -0.08
O -11.914234 5.124396 28.141332 -1.12 -2.15 -2.32
C -12.397556 4.354481 27.323515 1.77 2.40 3.46
O -13.411395 4.655233 26.513951 0.61 -0.15 -0.07
C -13.758419 3.467193 25.865789 -0.01 -1.58 -0.81
C -12.543226 2.482488 26.091153 -3.75 1.33 -0.76
F -11.763989 2.501575 24.983661 0.94 -0.08 0.13
O -12.000902 3.028627 27.222047 0.71 0.38 -0.10
H -14.627017 3.029545 26.357856 -0.19 0.11 -0.12
H -13.938098 3.613464 24.800702 -0.05 0.18 0.14
H -13.031896 1.513818 26.195951 1.07 -0.41 0.42
O -16.200810 -1.535205 16.837533 -0.47 3.48 3.35
C -16.242688 -0.607986 17.662243 -1.28 -3.87 -2.03
O -15.556706 0.511286 17.597699 0.77 0.70 0.10
C -15.505899 1.086957 18.920440 -0.58 0.45 -0.85
C -16.826085 0.600796 19.467979 1.18 -1.06 1.92
F -17.837244 1.404337 19.189974 -1.26 1.90 -0.39
O -17.077138 -0.579828 18.839337 1.56 -1.61 -2.31
H -14.590472 0.714324 19.380043 -0.31 0.11 0.40
H -15.569143 2.174531 18.884669 0.46 -0.07 -0.30
H -16.795125 0.438285 20.545353 -0.10 0.00 0.11
O -9.567028 8.604602 19.635014 -2.97 -1.56 1.21
C -10.491804 7.858841 19.902769 0.56 0.76 -2.33
O -11.892514 8.072175 19.685868 3.32 0.18 0.01
C -12.541676 6.928526 20.163927 -1.34 -0.31 0.32
C -11.516602 5.821460 20.307494 0.37 0.90 1.28
F -11.594890 4.857437 19.354707 0.18 0.35 -0.17
O -10.312860 6.545763 20.251052 0.42 0.38 -0.19
H -12.966410 7.244902 21.116607 -0.21 -0.62 0.17
H -13.328950 6.596422 19.487174 -0.03 0.27 -0.06
H -11.504061 5.352448 21.291348 -0.31 -0.35 -0.20
C -13.203881 12.160457 15.180870 -0.28 -0.50 -0.32
C -13.371255 11.175284 13.958553 -0.23 1.62 1.57
C -13.307462 11.974070 12.637913 1.23 -2.09 0.54
C -14.405736 12.864304 12.441659 -2.94 1.86 -0.53
N -15.379008 13.491023 12.269875 2.28 -1.28 0.42
H -13.168668 11.656715 16.146837 0.04 -0.26 -0.10
H -14.028381 12.869241 15.257992 -0.20 -0.09 -0.26
H -12.309387 12.780167 15.118050 0.21 -0.20 -0.24
H -14.339196 10.677853 14.019832 -0.04 0.01 0.06
H -12.614074 10.392571 14.004783 0.14 0.18 -0.28
H -13.349701 11.167807 11.905615 -0.01 0.41 -0.65
H -12.320228 12.432035 12.576784 -0.21 0.35 -0.21
C -16.914056 10.630270 18.791793 -0.15 0.60 0.76
C -18.260097 10.700720 18.110717 0.20 -0.81 -0.08
C -18.940507 12.060469 18.057392 -0.48 0.02 -0.22
C -18.272505 13.172885 17.372044 0.81 0.74 -0.82
N -17.764829 14.065505 16.832359 -0.62 -1.17 0.75
H -16.410662 11.588263 18.661553 0.53 -0.25 -0.36
H -16.357124 9.771691 18.416601 0.26 0.29 0.13
H -17.031673 10.547728 19.872273 0.05 -0.22 0.11
H -18.959875 10.032936 18.613182 -0.11 0.00 0.12
H -18.101797 10.212782 17.148975 -0.44 0.62 -0.47
H -19.180076 12.431330 19.053976 0.07 -0.16 0.19
H -19.899640 11.883964 17.570555 -0.11 0.33 -0.10
C -21.048393 5.393781 23.989626 -0.57 -0.13 -0.34
C -21.241339 5.144850 22.504315 0.23 -0.28 -0.13
C -20.378285 6.075206 21.632251 -1.01 -0.35 -0.17
C -18.943918 5.814244 21.654734 4.49 -0.66 -0.42
N -17.781618 5.585209 21.540152 -4.48 0.86 0.63
H -21.642905 4.643841 24.511399 0.25 0.04 0.33
H -21.502017 6.362230 24.200411 0.30 0.12 0.35
H -20.003854 5.359873 24.299310 -0.09 0.00 0.08
H -22.292607 5.322741 22.277813 0.01 0.21 -0.20
H -21.091562 4.096252 22.247198 0.33 -0.01 -0.03
H -20.666943 7.088385 21.911991 0.62 0.22 0.03
H -20.672819 5.968249 20.588263 -0.03 -0.03 -0.12
C -16.040342 9.072229 25.718280 0.17 -0.62 -0.97
C -15.115096 9.991358 24.976005 -0.92 1.75 -0.08
C -13.648352 9.904362 25.331154 1.01 0.04 0.58
C -13.336449 10.323416 26.722823 -0.04 0.10 0.47
N -13.045213 10.651449 27.791843 -0.33 -0.26 -0.90
H -15.888100 8.123374 25.203898 -0.22 -0.65 0.84
H -17.051306 9.384756 25.456767 -0.13 -0.09 0.48
H -15.850031 9.066352 26.791522 -0.19 -0.25 -0.11
H -15.528438 10.979496 25.178096 0.70 0.54 0.31
H -15.365161 9.944281 23.916121 0.73 -0.53 -0.26
H -12.960311 10.494624 24.725928 -0.41 0.34 -0.34
H -13.217742 8.907633 25.235210 -0.37 -0.37 0.00
C -4.447378 4.382672 20.426785 0.05 0.56 0.70
C -5.879082 4.781360 20.822627 0.30 -0.53 0.62
C -6.199936 4.575406 22.304489 0.60 -0.51 1.37
C -5.079261 4.889591 23.211047 -0.15 0.18 -0.05
N -4.205885 5.025248 23.943505 0.05 0.14 -0.04
H -4.292251 4.584677 19.366959 0.08 -0.35 0.05
H -4.138832 3.384757 20.738347 -0.45 -0.32 -0.45
H -3.738752 4.990974 20.988851 0.01 0.38 -0.14
H -6.587629 4.132987 20.307191 -0.17 0.56 -0.43
H -6.000709 5.849633 20.643484 -0.32 -0.17 -0.52
H -6.390068 3.545488 22.606514 -0.01 -0.47 -0.64
H -7.092023 5.056688 22.705316 0.00 0.53 -0.47
C -10.626087 1.051345 14.787720 -1.82 -0.40 0.41
C -9.447194 0.501994 15.509701 0.60 -0.46 -0.64
C -8.973497 -0.896785 15.022981 0.03 0.48 0.82
C -9.964062 -1.967715 15.238421 0.90 1.03 -0.50
N -10.699208 -2.817124 15.435117 -0.66 -0.64 0.18
H -10.911651 1.994257 15.254069 0.22 0.39 -0.55
H -11.481435 0.427411 15.046893 -0.24 -0.26 -0.20
H -10.609176 1.066330 13.697955 0.42 0.34 0.09
H -9.718636 0.444462 16.563793 0.39 0.06 0.09
H -8.635287 1.208534 15.337397 0.37 -0.21 0.46
H -8.115627 -1.152960 15.644691 0.13 -0.18 -0.08
H -8.608244 -0.854753 13.996861 -0.32 -0.15 -0.07


No. 2
107
Properties=species:S:1:pos:R:3:forces:R:3 method="wB97M-V/def2-TZVPD" multiplicity=5 gap_ev="9.2841 / 7.0040" homo_energy_ev="-10.9 / -11.3" charge=+1
Rh 0.374878 1.055409 0.267856 0.20 0.31 0.12
C 2.126126 0.181791 3.666251 -0.02 0.00 0.02
Se 0.963441 1.532368 2.904888 0.17 -0.01 -0.09
C 2.326962 2.902969 2.597511 0.00 -0.02 -0.12
C 3.177010 2.692799 1.354521 -0.10 0.01 -0.02
Se 2.207960 3.039755 -0.318681 -0.02 -0.14 0.06
C 3.593141 2.374566 -1.504843 0.00 -0.02 0.01
H 2.660368 0.618349 4.508134 -0.02 0.03 -0.01
H 2.811594 -0.219768 2.929817 0.00 0.03 -0.02
H 1.484348 -0.620206 4.022744 0.00 -0.02 -0.04
H 2.961924 2.892837 3.482495 0.01 -0.01 0.02
H 1.793916 3.849426 2.567301 -0.03 0.01 0.01
H 3.553633 1.672980 1.280296 -0.01 -0.01 -0.02
H 4.015984 3.389284 1.360909 0.01 0.02 0.00
H 3.498007 1.296043 -1.591310 0.00 0.02 0.02
H 4.563910 2.647935 -1.094678 -0.02 0.01 0.03
H 3.462604 2.866601 -2.465168 -0.05 0.01 0.01
C -6.428223 2.435830 3.316082 0.01 0.01 -0.02
C -5.145772 2.666420 2.564013 -0.03 -0.06 -0.04
C -4.967427 2.151922 1.280134 -0.04 0.03 0.05
C -3.801175 2.388086 0.568755 0.09 -0.02 -0.03
C -2.790977 3.137406 1.153327 0.04 0.04 -0.08
C -2.940367 3.650777 2.433852 -0.01 0.05 0.05
C -4.115199 3.413928 3.130642 0.07 0.00 -0.02
S -1.315786 3.511014 0.246402 -0.13 -0.12 0.17
O -1.400161 4.853452 -0.229493 0.07 0.05 0.02
O -1.187533 2.469013 -0.797614 0.22 -0.09 0.03
O -0.183693 3.254183 1.192533 -0.29 -0.09 -0.07
H -6.934050 1.533341 2.973868 0.00 0.00 0.00
H -7.113375 3.272763 3.166044 0.01 -0.01 0.00
H -6.250399 2.348731 4.387810 0.00 0.00 0.00
H -5.754054 1.559671 0.827098 0.00 0.00 0.01
H -3.659836 1.969504 -0.419513 -0.01 0.02 0.02
H -2.141834 4.228460 2.883465 -0.02 0.00 -0.01
H -4.232082 3.815066 4.130623 0.00 -0.01 -0.01
O 0.288820 0.267446 -1.820650 -0.26 -0.01 -0.14
S -0.878203 0.486874 -2.787889 0.45 -0.01 0.01
C -0.446972 -0.613208 -4.134967 -0.12 0.02 0.02
C -1.405883 -0.855970 -5.106138 -0.03 0.01 -0.01
C -1.092281 -1.691345 -6.168534 -0.01 0.02 0.02
C 0.164836 -2.275830 -6.240508 0.06 0.00 0.02
C 1.109124 -2.033859 -5.249402 -0.04 -0.04 -0.07
C 0.806644 -1.200328 -4.183425 0.03 0.00 0.11
C -0.498394 2.032208 -3.603529 -0.06 -0.04 0.03
C -1.527641 2.926406 -3.831029 -0.04 -0.01 0.00
C -1.237336 4.148729 -4.421991 0.00 0.01 -0.01
C 0.070693 4.459804 -4.758165 0.03 0.00 -0.01
C 1.097918 3.552147 -4.514152 -0.03 0.04 0.00
C 0.815377 2.327749 -3.934700 0.04 -0.06 0.02
H -2.386631 -0.398777 -5.034024 0.02 -0.01 -0.02
H -1.830099 -1.889519 -6.934641 0.01 0.00 0.01
H 0.407747 -2.929426 -7.068329 0.00 0.01 0.01
H 2.083915 -2.501955 -5.304166 -0.01 0.00 0.00
H 1.509319 -1.031932 -3.376064 0.00 0.03 -0.02
H -2.537760 2.683533 -3.523380 0.02 0.02 -0.01
H -2.029185 4.863619 -4.599970 0.00 -0.01 0.01
H 0.297267 5.417401 -5.208387 -0.01 -0.01 0.00
H 2.116105 3.803710 -4.783242 -0.01 -0.01 0.00
H 1.598179 1.605945 -3.730073 -0.02 0.02 -0.02
O -3.521664 -1.185866 0.270447 -0.10 0.03 -0.03
C -2.502093 -0.677991 0.923227 0.16 -0.01 0.19
O -1.753502 0.118935 0.393893 -0.15 0.06 -0.09
C -2.366819 -1.150615 2.362730 -0.03 0.04 -0.03
N -3.436371 -2.120826 2.656295 -0.02 -0.02 0.00
C -4.271105 -1.576786 3.748736 0.03 0.00 0.01
C -3.363684 -0.601992 4.488939 0.00 0.03 0.00
C -2.557817 0.020609 3.350005 -0.04 0.05 0.04
H -1.372002 -1.588018 2.455693 0.01 -0.04 -0.04
H -3.052980 -3.020925 2.906729 0.01 0.01 0.01
H -3.951743 -1.788939 0.934722 0.05 -0.07 -0.02
H -4.652363 -2.384274 4.370641 -0.01 -0.01 -0.02
H -5.128291 -1.050342 3.321061 0.01 0.01 -0.01
H -2.709400 -1.145994 5.174583 0.01 0.00 -0.01
H -3.914997 0.141501 5.064112 0.00 0.00 0.00
H -1.614289 0.451858 3.675415 0.03 -0.03 -0.02
H -3.130457 0.819091 2.876207 -0.01 0.02 0.00
C 5.114727 -1.760034 2.378230 -0.02 -0.01 0.02
C 4.388417 -2.295613 1.157806 -0.08 -0.01 -0.02
C 4.451833 -3.810182 1.094759 0.05 0.00 -0.02
C 4.943228 -1.673385 -0.115798 -0.08 0.00 0.02
O 2.968245 -1.947181 1.382824 0.06 0.14 -0.02
P 1.944370 -1.304164 0.367094 -0.09 -0.21 0.04
O 2.421200 0.045006 -0.140070 0.00 -0.03 0.02
O 0.622932 -1.070959 1.083340 0.09 -0.05 -0.02
O 1.824126 -2.330622 -0.825279 -0.06 0.13 -0.06
C 0.936011 -3.508894 -0.865612 -0.01 -0.11 0.11
C 1.561069 -4.407019 -1.915844 0.01 0.00 0.02
C 0.896463 -4.194857 0.493328 -0.02 0.00 0.02
C -0.455157 -3.065331 -1.286076 0.07 0.05 0.01
H 6.170621 -2.027121 2.328911 0.00 0.01 0.01
H 4.691439 -2.181079 3.290935 0.01 0.01 -0.01
H 5.036296 -0.671956 2.421334 0.03 -0.02 0.00
H 5.491985 -4.137090 1.059968 -0.01 0.00 0.00
H 3.949582 -4.174438 0.197965 0.04 0.00 0.03
H 3.978287 -4.246986 1.974472 0.02 -0.01 -0.01
H 5.983967 -1.978370 -0.229541 -0.01 -0.02 0.02
H 4.905173 -0.585747 -0.068566 -0.01 0.00 -0.03
H 4.391305 -2.013553 -0.993277 0.02 0.03 0.00
H 2.561274 -4.718411 -1.611408 -0.01 -0.01 -0.03
H 1.626350 -3.879479 -2.867619 0.01 -0.01 0.00
H 0.947034 -5.297639 -2.055027 0.01 0.01 0.00
H 1.893917 -4.486667 0.817127 -0.07 0.01 0.02
H 0.284402 -5.094960 0.423262 0.00 0.01 -0.04
H 0.455166 -3.538311 1.245727 0.03 -0.05 -0.01
H -0.430946 -2.653346 -2.292433 -0.03 0.04 -0.03
H -0.836483 -2.311404 -0.599182 -0.02 0.01 -0.01
H -1.126676 -3.925756 -1.283530 0.01 0.01 0.01


Asked for relative energy (zero: lowest compared OMol25 entry of this formula, charge and spin) across the records above, the calculation gives 31.8, 0.0 kcal/mol in order.